Record 1
A structure of composition C37H54AlF3O21S at a distorted geometry. Source: the OMol25 dataset; level of theory: ωB97M-V with the def2-TZVPD basis set.

F_max = 0.0532 hartree/bohr
highest occupied orbital energy = -13.87 eV
relative energy (zero: lowest compared OMol25 entry of this formula, charge and spin) = 225.4 kJ/mol
charge = +2
LUMO level = -12.0 eV
DFT total energy = -107805.41238 eV

CARTESIAN COORDINATES (ANGSTROEM)
1 S 2.6901 -29.4251 8.1016
2 Al 6.5614 -30.2365 6.4183
3 F 2.0392 -28.1645 10.2985
4 F 2.6543 -30.2400 10.6134
5 F 4.1004 -28.6492 10.2327
6 O -4.4965 -27.0457 6.8317
7 O 3.5706 -26.0958 5.4323
8 O -0.3146 -32.8881 8.6415
9 O 3.3496 -31.2457 2.7804
10 O 8.5266 -26.6648 9.2615
11 O 4.2987 -32.3042 6.8804
12 O -0.9124 -34.8123 7.7440
13 O 1.3237 -22.0193 9.7216
14 O -0.9417 -31.0291 13.1195
15 O 6.9754 -27.9989 8.3942
16 O 4.3725 -30.6021 4.6599
17 O 3.3169 -33.8155 5.5651
18 O 4.0496 -29.4299 7.5414
19 O 1.9681 -30.6609 7.9547
20 O -2.5561 -28.1377 7.0232
21 O 2.0862 -28.2444 7.4873
22 O 1.2562 -30.7659 13.2371
23 O 2.0745 -24.1422 9.9079
24 O -2.7231 -27.0267 9.2597
25 O 4.9972 -27.7609 5.5187
26 O -0.7447 -26.0405 9.0021
27 C 7.2327 -27.7971 10.8428
28 C -3.2862 -28.2145 9.8384
29 C 0.2162 -23.5883 11.2006
30 C 0.1039 -32.3051 9.8835
31 C 1.2014 -23.1070 10.1776
32 C 1.8976 -25.2491 10.8101
33 C 1.0460 -30.7205 3.2847
34 C 0.3372 -32.3810 14.6569
35 C -1.4166 -26.9378 9.4427
36 C -1.0333 -26.5280 6.2946
37 C 2.4977 -33.6548 7.7839
38 C -3.3104 -27.0484 6.8880
39 C 4.5525 -26.7631 6.0289
40 C 4.0020 -24.8473 7.3642
41 C 2.8893 -29.1374 9.9680
42 C 0.9467 -24.7187 11.8753
43 C 3.4640 -33.1566 6.7466
44 C -0.4141 -33.2979 10.9422
45 C 3.2823 -24.8197 6.0340
46 C 1.9584 -34.9010 7.1497
47 C 2.0194 -31.2581 2.2216
48 C 2.2569 -34.7977 5.6803
49 C -0.7595 -34.6255 10.1723
50 C 7.4808 -27.5182 9.3765
51 C 8.5967 -27.4750 11.4774
52 C 4.9586 -26.0549 7.3039
53 C 1.6728 -31.9507 15.2293
54 C 9.0884 -26.3416 10.5353
55 C 0.0982 -31.3847 13.6137
56 C 2.3582 -31.2506 14.0911
57 C -1.1652 -27.8922 6.9692
58 C -2.1377 -29.1796 10.0910
59 C -0.7364 -34.1607 8.7388
60 C -0.9288 -28.1843 10.1795
61 C 2.0066 -30.1664 4.3820
62 C -2.3705 -25.8338 6.6346
63 C 3.3859 -30.7011 3.9834
64 H 1.1651 -32.1063 9.9561
65 H -0.4913 -28.1035 11.1697
66 H 2.5329 -35.7489 5.2347
67 H 0.2573 -25.5265 12.1463
68 H 0.4502 -31.5337 3.6852
69 H -0.3312 -22.8655 11.7986
70 H 1.7518 -32.2706 1.9305
71 H 1.7037 -31.2880 16.1018
72 H 8.3664 -27.0688 12.4614
73 H -0.5927 -23.9653 10.5571
74 H 1.4078 -26.0773 10.3044
75 H 9.2866 -28.3098 11.5109
76 H 1.7364 -30.6318 5.3274
77 H 1.7307 -32.8714 7.8134
78 H -0.7395 -28.7545 6.4553
79 H 3.0786 -33.7451 8.6974
80 H -0.0947 -35.4733 10.3012
81 H -0.7316 -27.9118 7.9758
82 H 3.6195 -24.0570 5.3375
83 H 6.3704 -27.2535 11.2213
84 H 1.4404 -24.5089 12.8249
85 H -1.8020 -34.7900 10.4299
86 H 1.9368 -29.0834 4.3432
87 H -1.4156 -33.0847 11.3022
88 H 2.9195 -30.3540 14.3493
89 H -0.5565 -31.4521 10.0386
90 H -0.2218 -28.7566 9.5757
91 H -2.8169 -25.3040 5.7972
92 H 0.8887 -34.9878 7.3550
93 H -0.2570 -25.8913 6.7278
94 H -2.0816 -29.9446 9.3170
95 H 2.8602 -25.5644 11.2079
96 H 2.2029 -32.7625 15.7363
97 H 0.4904 -29.9009 2.8412
98 H 7.0892 -28.8602 11.0415
99 H 2.1231 -30.6082 1.3546
100 H 2.2114 -24.7856 6.2277
101 H -3.7760 -27.9252 10.7689
102 H -4.0266 -28.5709 9.1255
103 H 3.0353 -31.8357 13.4638
104 H 1.3759 -34.3902 5.1806
105 H 0.4384 -33.3926 14.2582
106 H 10.1781 -26.3331 10.5299
107 H 8.8439 -25.3312 10.8647
108 H 4.6900 -24.0091 7.4800
109 H 4.8626 -26.7721 8.1177
110 H -0.5425 -32.3765 15.2992
111 H -2.3674 -25.2582 7.5585
112 H 2.3827 -35.7271 7.7282
113 H -2.2581 -29.7263 11.0260
114 H 3.3658 -24.8783 8.2468
115 H 0.2596 -33.4614 11.7800
116 H 6.0032 -25.7587 7.2140
117 H -0.7167 -26.6247 5.2569


Record 2
A structure of composition C37H54Cl2F5N3O2RbSbSi3 at a distorted geometry. Source: the OMol25 dataset; level of theory: ωB97M-V with the def2-TZVPD basis set.

F_max = 0.0198 hartree/bohr
highest occupied orbital energy = -1.39 eV
relative energy (zero: lowest compared OMol25 entry of this formula, charge and spin) = 9.5 kJ/mol
charge = -2
LUMO level = 3.7 eV
DFT total energy = -117272.78531 eV

CARTESIAN COORDINATES (ANGSTROEM)
1 Sb -0.8914 -3.0720 -1.7582
2 Rb 0.3230 -0.2436 0.6460
3 Cl 0.2343 0.8925 -5.6826
4 Cl -1.1553 5.8765 -4.2301
5 Si -1.2105 -2.9491 -4.2903
6 Si -2.9420 -4.5260 -1.2827
7 Si 0.8074 -4.9823 -1.5817
8 F 3.6088 -3.1230 1.9298
9 F 3.0139 -3.2531 4.0042
10 F 1.6818 -1.3199 2.5928
11 F 1.0778 -2.8164 1.0957
12 F 2.3730 -4.7684 2.5849
13 O -0.3642 0.2011 -2.8300
14 O 2.3416 1.9321 1.0021
15 N 2.8319 -0.4620 -1.2262
16 N -1.1461 1.9369 -0.8626
17 N -2.4440 -0.3758 2.0231
18 C -1.6779 4.1460 -0.1358
19 C -2.0179 -4.4675 -5.0819
20 C -0.5283 1.4119 -3.1214
21 C 0.4911 -2.7255 -5.0572
22 C -0.9576 2.4036 -2.1191
23 C 0.3917 -6.0313 -0.0808
24 C -0.6208 1.7169 3.3252
25 C 0.2676 2.1597 4.3215
26 C 5.1598 -0.7961 -1.6449
27 C -1.1639 1.5508 6.1575
28 C 0.0282 2.0889 5.6952
29 C 4.3048 -0.3327 0.6861
30 C -1.1432 3.7725 -2.4456
31 C -4.4442 -3.6888 -2.0671
32 C -0.5113 3.3045 -4.7314
33 C 4.0903 -0.5505 -0.7875
34 C -3.2234 -4.6200 0.5785
35 C -1.5250 4.6398 -1.3981
36 C -2.1407 -1.5818 2.7647
37 C 2.6031 -0.6009 -2.5349
38 C 4.9175 -0.9429 -3.0009
39 C 3.6143 -0.8369 -3.4564
40 C 1.2555 -2.6845 2.5294
41 C -1.8215 1.1879 3.8563
42 C 3.6546 2.1510 0.5356
43 C -0.3167 1.9626 -4.4078
44 C -3.3797 -0.6343 0.9548
45 C 0.8345 -6.1063 -3.1066
46 C 4.6677 1.1206 1.0191
47 C -0.9204 4.1935 -3.7790
48 C -2.0897 1.0999 5.2222
49 C -2.8928 0.7007 2.8961
50 C 2.5557 -3.4367 2.7485
51 C -2.9122 -6.3183 -1.9006
52 C 2.5139 -4.2343 -1.3748
53 C -1.4742 2.7725 0.0962
54 C -2.3000 -1.4799 -4.6987
55 H 3.3704 -0.9324 -4.5069
56 H 0.3167 -5.3938 0.8001
57 H -2.2724 -1.2791 -5.7739
58 H -4.3590 -0.9997 1.3263
59 H 1.6030 -6.8781 -2.9911
60 H 2.7978 -3.6424 -2.2486
61 H -3.7947 0.3804 3.4591
62 H -0.1241 -6.6039 -3.2602
63 H 4.7873 1.2117 2.1043
64 H -3.9191 -5.4306 0.8171
65 H -4.4856 -3.8857 -3.1410
66 H 5.7323 -1.1383 -3.6886
67 H -3.2045 1.5269 2.2499
68 H -0.5469 -6.5759 -0.2052
69 H -3.0460 -2.0169 3.2337
70 H 0.9125 -1.7921 -4.6814
71 H 4.0054 3.1554 0.8087
72 H -1.6997 -2.3330 2.1055
73 H -1.6744 5.6908 -1.6103
74 H 1.1676 -3.5446 -4.8022
75 H 6.1625 -0.8774 -1.2421
76 H -3.6424 -3.6879 0.9634
77 H 1.1863 -6.7605 0.1047
78 H -1.3678 1.4735 7.2206
79 H -2.2885 -4.8015 1.1126
80 H -3.3377 -1.6631 -4.4087
81 H -3.9237 -6.7332 -1.8274
82 H 0.7729 2.4471 6.4031
83 H -5.3719 -4.0603 -1.6214
84 H -1.9275 -0.6022 -4.1681
85 H 1.2237 2.6043 4.0257
86 H 5.1038 -0.9865 1.0432
87 H 3.3998 -0.6208 1.2167
88 H -2.9735 -1.3915 0.2778
89 H -2.5809 -6.4110 -2.9332
90 H -4.4077 -2.6071 -1.9233
91 H -2.1648 -4.2638 -6.1485
92 H 3.5810 2.1166 -0.5530
93 H -1.5142 2.3722 1.1084
94 H 1.5677 -0.4959 -2.8469
95 H -1.4107 -1.3714 3.5443
96 H 2.5313 -3.5812 -0.5003
97 H -0.3327 3.6363 -5.7457
98 H -3.0289 0.6667 5.5641
99 H -2.2600 -6.9321 -1.2750
100 H -1.9401 4.7899 0.6943
101 H 0.4261 -2.6544 -6.1472
102 H -3.5452 0.2763 0.3761
103 H 2.3002 1.9415 1.9667
104 H -2.9971 -4.6678 -4.6461
105 H 3.2622 -5.0201 -1.2319
106 H 5.6369 1.3744 0.5724
107 H -1.4056 -5.3658 -4.9896
108 H 1.0700 -5.5319 -4.0052


Record 3
A structure of composition C37H55BrF6N5O2SbSeSi2V at a distorted geometry. Source: the OMol25 dataset; level of theory: ωB97M-V with the def2-TZVPD basis set.

F_max = 0.0989 hartree/bohr
highest occupied orbital energy (spin up / spin down) = -10.07 / -10.07 eV
relative energy (zero: lowest compared OMol25 entry of this formula, charge and spin) = 68.5 kJ/mol
charge = +1
LUMO level (spin up / spin down) = -4.5 / -4.5 eV
DFT total energy = -250480.87377 eV

CARTESIAN COORDINATES (ANGSTROEM)
1 Sb 1.5451 -4.0742 -0.6614
2 Br -2.4197 3.1570 -2.7522
3 Se -0.9334 -1.0626 1.1888
4 V -0.3987 -0.7766 -0.9196
5 Si 1.2356 2.2190 0.5659
6 Si -2.2296 -1.3509 3.2775
7 F -0.0995 -4.3284 -1.6031
8 F 1.7715 -5.9264 -0.7325
9 F 3.1365 -3.7601 0.3024
10 F 2.3742 -3.4701 -2.2961
11 F 0.5233 -4.0846 0.9675
12 F 1.1603 -2.0616 -0.5593
13 O -1.7345 -0.2897 -1.6421
14 O -3.4222 -0.1234 -3.0594
15 N -0.5496 -2.0666 -3.4331
16 N 1.3332 -0.2100 -2.2831
17 N -2.6391 -2.7451 -0.8648
18 N -2.7764 -4.9415 -0.7154
19 N 2.3483 -0.2499 1.5021
20 C 1.9435 3.6639 -1.7750
21 C -1.0621 -2.5227 4.2429
22 C 0.0846 0.6068 -4.2862
23 C -4.5716 2.9199 0.7796
24 C 0.0591 -0.5450 -5.2962
25 C -1.0046 4.4764 3.2847
26 C -0.1718 1.3608 -0.3963
27 C 4.6725 3.6670 -1.3572
28 C 2.2665 -1.2956 2.5143
29 C 0.4064 3.6694 1.4898
30 C -4.0979 0.6622 0.1127
31 C 2.4554 2.9995 -0.6584
32 C 3.6355 -1.8221 2.9725
33 C -2.5261 -6.2639 -0.2204
34 C 3.8316 3.0342 -0.4590
35 C -4.6539 1.5565 1.0137
36 C -3.9318 -2.0737 2.7864
37 C -2.3855 -3.8002 -0.1250
38 C -0.4525 3.4350 2.5618
39 C 4.6675 -0.7022 2.9417
40 C -3.3661 2.5112 -1.2389
41 C -3.2308 -3.2344 -1.9946
42 C 1.3420 0.7061 -3.4262
43 C 0.1053 6.0428 1.8555
44 C -3.3102 -4.5958 -1.9199
45 C 0.6546 4.9940 1.1390
46 C 2.0516 1.1026 1.9265
47 C 4.1469 4.2830 -2.4812
48 C 0.1980 -1.9432 -4.6860
49 C 3.5442 -0.3895 0.7020
50 C 4.8559 -0.2136 1.5007
51 C -3.4595 1.1417 -1.0246
52 C -2.8821 0.1731 -2.0232
53 C -3.9206 3.4050 -0.3408
54 C 2.7779 4.2887 -2.6818
55 C -2.3452 0.4491 3.9187
56 C -0.7145 5.7868 2.9412
57 H 0.8548 -0.4088 -6.0325
58 H -1.1309 6.5977 3.5181
59 H 4.3389 0.1136 3.5918
60 H 2.2284 0.5154 -4.0471
61 H -3.8546 4.4640 -0.5340
62 H 0.8742 3.7108 -1.9250
63 H 5.6120 -1.0703 3.3404
64 H -1.4324 0.7443 4.4282
65 H -5.0156 3.6197 1.4703
66 H -1.9214 -3.7798 0.8439
67 H 1.3400 1.0436 2.7504
68 H -0.1530 -2.6768 -5.4278
69 H -0.8911 -0.4851 -5.8327
70 H -2.5056 1.1346 3.0888
71 H 3.5052 0.3336 -0.1167
72 H -0.4933 -3.0322 -3.1239
73 H -0.6749 2.4145 2.8338
74 H -3.5993 -2.5774 -2.7584
75 H -3.3387 -6.9300 -0.5075
76 H -2.4442 -6.2313 0.8659
77 H 1.6942 -2.1351 2.0947
78 H -1.6478 4.2657 4.1267
79 H 1.2510 -2.1737 -4.4907
80 H -0.4497 -3.0889 3.5430
81 H 1.4311 1.7270 -3.0445
82 H -4.5626 -1.3157 2.3301
83 H 2.1455 -0.0022 -1.6985
84 H 1.4562 -1.1556 -2.6460
85 H -4.1640 -0.4073 0.2567
86 H -5.1655 1.1895 1.8899
87 H -1.5361 -1.8946 -3.6267
88 H -4.4557 -2.4517 3.6590
89 H 3.5509 -2.2306 3.9785
90 H 5.6304 -0.7967 0.9977
91 H -3.6943 -5.3256 -2.6016
92 H 5.7358 3.6845 -1.1767
93 H -1.5970 -3.2298 4.8709
94 H -0.2255 1.8031 -1.3903
95 H 3.5359 -1.3991 0.2826
96 H 4.2521 2.5750 0.4215
97 H 2.9398 1.6086 2.3271
98 H 4.7995 4.7693 -3.1888
99 H 3.9585 -2.6315 2.3187
100 H 1.2943 5.2104 0.2972
101 H -0.3897 -1.9649 4.8895
102 H -1.5867 -6.6438 -0.6329
103 H -3.8282 -2.8850 2.0710
104 H 1.6986 -0.9049 3.3604
105 H -0.7894 0.5319 -3.6366
106 H 0.3268 7.0623 1.5748
107 H 2.3580 4.7796 -3.5475
108 H -3.1667 0.5665 4.6176
109 H -1.1025 1.6058 0.1243
110 H -0.0090 1.5388 -4.8452
111 H 5.1757 0.8304 1.4929


Record 4
A structure of composition C37H55ClIrN3O3PS2Si at a distorted geometry. Source: the OMol25 dataset; level of theory: ωB97M-V with the def2-TZVPD basis set.

F_max = 0.0215 hartree/bohr
highest occupied orbital energy = -10.37 eV
relative energy (zero: lowest compared OMol25 entry of this formula, charge and spin) = 89.6 kJ/mol
charge = +1
LUMO level = -2.1 eV
DFT total energy = -104069.07593 eV

CARTESIAN COORDINATES (ANGSTROEM)
1 Ir 0.4168 0.0470 -0.4171
2 Cl -2.0297 1.5093 -1.2347
3 S 3.6908 0.0108 -0.4534
4 S 1.0031 0.5453 3.9343
5 P -1.9196 -2.0922 1.3376
6 Si 0.7545 -0.3078 -2.6789
7 O 0.9154 0.1379 2.4941
8 O 2.3595 0.6242 -0.0291
9 O -0.8858 -1.5498 0.3783
10 N -3.1407 -2.7396 0.4649
11 N -1.2873 -3.2754 2.2879
12 N -2.5357 -1.0091 2.4043
13 C -1.8718 -4.6201 2.4380
14 C 0.7791 3.1028 2.9270
15 C -3.8705 0.7885 3.1845
16 C 4.7677 0.2428 0.9809
17 C 4.1494 -0.0949 2.3370
18 C -1.6953 0.2378 -5.9903
19 C 1.4284 -2.0535 -2.9922
20 C 0.0254 4.9670 4.2458
21 C -3.0683 -1.3765 3.7273
22 C -2.9085 -3.5116 -0.7719
23 C 2.2951 -3.7215 0.2126
24 C -0.3300 -2.9861 3.3668
25 C -0.1247 4.1385 5.3498
26 C -4.9746 -4.1927 0.2388
27 C -4.5084 -2.9388 0.9688
28 C -2.8887 -0.3610 -5.6200
29 C -3.0205 -0.8992 -4.3458
30 C -0.6398 0.3030 -5.0877
31 C -1.0464 -5.2468 3.5613
32 C 3.1676 -4.4823 -0.5538
33 C -1.9628 -0.8306 -3.4546
34 C 1.9963 0.9863 -3.2934
35 C 4.2145 -3.8774 -1.2364
36 C 0.4739 4.4514 3.0368
37 C 2.7829 0.6849 4.3091
38 C 0.6276 2.2863 4.0345
39 C 3.5087 -1.7565 -0.3869
40 C 4.3761 -2.5025 -1.1724
41 C -0.7536 -0.2248 -3.8007
42 C -0.2692 1.8280 -0.9621
43 C 3.6042 1.1141 3.0921
44 C -4.2925 -4.0570 -1.1214
45 C -3.0559 0.3007 1.9856
46 C -4.3052 -0.5013 3.8728
47 C -0.6460 -4.0457 4.4160
48 C 2.4706 -2.3493 0.3200
49 C 0.1710 2.7873 5.2455
50 H -2.3396 -1.1409 4.5117
51 H -4.8313 -3.3360 -1.7394
52 H -4.7043 1.4187 2.8807
53 H 5.6081 -0.4111 0.7362
54 H -0.2441 2.5393 -0.1393
55 H -5.1445 -0.9518 3.3375
56 H 3.0205 -5.5509 -0.6364
57 H 0.1019 2.3042 -1.8679
58 H 1.4863 1.7927 -3.8245
59 H 0.6433 -2.6394 -3.4743
60 H 5.1236 1.2732 0.9223
61 H 4.8823 -4.4700 -1.8466
62 H -3.7137 -0.4081 -6.3188
63 H -3.9516 -1.3662 -4.0482
64 H 2.5357 1.4464 -2.4655
65 H 4.4351 1.7389 3.4272
66 H -3.2374 1.3746 3.8542
67 H -5.1370 -2.0816 0.7063
68 H 2.7306 0.5589 -3.9797
69 H 2.9994 1.7238 2.4216
70 H 0.5841 5.1007 2.1781
71 H -2.1941 -4.3232 -0.5976
72 H -0.4832 4.5415 6.2874
73 H -2.0811 -1.2399 -2.4567
74 H -1.8014 -5.1900 1.5107
75 H 3.3564 -0.8323 2.2118
76 H -4.6061 -5.0820 0.7560
77 H -2.2404 0.9714 1.7405
78 H -0.1559 -5.7260 3.1490
79 H -0.4544 -1.9660 3.7290
80 H -1.5830 0.6557 -6.9826
81 H -1.6083 -6.0007 4.1096
82 H 0.0412 2.1278 6.0961
83 H 1.7353 -2.5963 -2.0989
84 H 1.1203 2.6753 1.9939
85 H -3.6793 0.1980 1.0942
86 H 1.7875 -1.7583 0.9237
87 H 0.7020 -3.0869 3.0169
88 H -2.9287 -4.5680 2.7192
89 H 2.8548 1.3822 5.1437
90 H -3.2881 -2.4427 3.7894
91 H 3.0888 -0.3006 4.6671
92 H -0.2149 6.0187 4.3259
93 H -6.0592 -4.2606 0.1762
94 H 0.1969 -4.2471 5.0752
95 H -4.2377 -4.9946 -1.6713
96 H -2.5000 -2.8735 -1.5529
97 H -1.4895 -3.7242 5.0317
98 H 5.1521 -2.0138 -1.7501
99 H 2.2769 -2.0208 -3.6807
100 H 1.4581 -4.1904 0.7124
101 H -4.5308 -3.0471 2.0540
102 H 0.2834 0.7738 -5.4050
103 H -4.6000 -0.3617 4.9118
104 H 4.9223 -0.5689 2.9467